# 1
Formula: CH2N2O3S
Source: the OMol25 dataset
Level of theory: wB97M-V/def2-TZVPD

energy above the lowest of the compared OMol25 structures with the same formula, charge and spin: 78.3 kcal/mol
lowest unoccupied orbital energy: -0.00453 hartree
largest force on an atom: 3.94 eV Å⁻¹
calculated total energy: -21023.0298 eV
HOMO level: -11.6 eV
gap between HOMO and LUMO: 0.4234 hartree
structure (SMILES): N#CS(=O)(=O)ON

Each line ends with the Löwdin charge.
Geometry (Å):
C -1.93 -0.70 0.01  -0.2072
N -2.80 -1.38 -0.27  0.1413
N 1.83 -0.41 0.26  0.0232
O 0.04 0.54 -1.30  -0.2871
O -0.83 1.71 0.73  -0.2359
O 0.61 -0.40 0.94  -0.3003
S -0.50 0.50 0.05  0.7160
H 2.07 0.61 0.27  0.1075
H 1.51 -0.47 -0.69  0.0426


# 2
Formula: C9H7BrF2
Source: the OMol25 dataset
Level of theory: wB97M-V/def2-TZVPD

energy above the lowest of the compared OMol25 structures with the same formula, charge and spin: 0.3 kcal/mol
lowest unoccupied orbital energy: 0.01996 hartree
largest force on an atom: 5.38 eV Å⁻¹
calculated total energy: -84921.8983 eV
HOMO level: -9.0 eV
gap between HOMO and LUMO: 0.3522 hartree
structure (SMILES): C=C(c1ccccc1)C(F)(F)Br

Each line ends with the Löwdin charge.
Geometry (Å):
C 1.87 2.14 0.15  -0.0963
C 1.59 1.59 -1.08  -0.0850
C 1.32 1.59 1.30  -0.1026
C 0.62 0.60 -1.22  -0.0013
C 0.38 0.61 1.27  -0.0090
C -0.04 0.12 -0.02  -0.1639
C -2.14 -0.78 -1.03  0.0746
C -1.08 -0.85 -0.26  -0.2065
C -1.16 -2.31 0.71  -0.8133
F -2.27 -2.95 0.39  0.0335
F -1.06 -2.13 2.00  0.0744
Br 0.41 -3.43 0.09  0.6647
H 2.57 2.98 0.32  0.1156
H 1.96 1.82 -2.05  0.0963
H 1.73 2.03 2.26  0.1306
H 0.50 0.35 -2.20  0.0814
H 0.08 0.26 2.15  0.0614
H -2.87 -1.58 -1.01  0.0692
H -2.39 -0.06 -1.78  0.0762


# 3
Formula: CHNO2S
Source: the OMol25 dataset
Level of theory: wB97M-V/def2-TZVPD

energy above the lowest of the compared OMol25 structures with the same formula, charge and spin: 113.3 kcal/mol
lowest unoccupied orbital energy (spin up / spin down): -0.02450 / -0.03821 hartree
largest force on an atom: 3.44 eV Å⁻¹
calculated total energy: -17467.2620 eV
HOMO level (spin up / spin down): -9.7 / -8.2 eV
gap between HOMO and LUMO (spin up / spin down): 0.3301 / 0.2634 hartree

Each line ends with the Löwdin charge.
Geometry (Å):
C -0.92 -0.69 0.46  -0.5513
N 0.93 0.81 -0.52  -0.2781
O 1.11 1.80 0.07  0.1033
O 1.59 0.01 -1.15  0.0482
S -2.17 -1.17 -0.37  0.6678
H -0.54 -0.77 1.51  0.0100


# 4
Formula: C6H7NO
Source: the OMol25 dataset
Level of theory: wB97M-V/def2-TZVPD

energy above the lowest of the compared OMol25 structures with the same formula, charge and spin: 55.5 kcal/mol
lowest unoccupied orbital energy: 0.03790 hartree
largest force on an atom: 5.41 eV Å⁻¹
calculated total energy: -9870.2502 eV
HOMO level: -7.1 eV
gap between HOMO and LUMO: 0.2979 hartree
structure (SMILES): c1coc(N2CC2)c1

Each line ends with the Löwdin charge.
Geometry (Å):
C -2.14 0.65 0.00  -0.0605
C -2.12 -0.90 0.17  -0.0421
C 0.28 -0.07 -0.20  -0.3055
C 1.18 1.07 -0.07  -0.0263
C 2.45 0.51 0.05  -0.1305
C 2.33 -0.85 -0.01  -0.1432
H -2.72 1.11 -0.80  0.1045
H -2.05 1.23 0.93  0.1088
H -2.59 -1.47 -0.63  0.1055
H -1.93 -1.27 1.15  0.1008
H 0.86 2.07 -0.02  0.0763
H 3.43 1.04 -0.03  0.1195
H 3.04 -1.71 0.03  0.1224
N -1.01 -0.18 -0.43  -0.0643
O 1.00 -1.24 -0.15  0.0346


# 5
Formula: C26H41BBrClN2O27S6
Source: the OMol25 dataset
Level of theory: wB97M-V/def2-TZVPD

lowest unoccupied orbital energy: -0.03752 hartree
largest force on an atom: 9.41 eV Å⁻¹
calculated total energy: -234125.5791 eV
HOMO level: -8.5 eV
gap between HOMO and LUMO: 0.2741 hartree
structure (SMILES): O=CC[C@@H]1[C@@H](CCCCSc2nnco2)[C@@](CC(=O)Cl)(B(O)O)O[C@@H]1CC(=O)Br.O=S1(=O)OCCO1.O=S1(=O)OCCO1.O=S1(=O)OCCO1.O=S1(=O)OCCO1.O=S1(=O)OCCO1

Each line ends with the Löwdin charge.
Geometry (Å):
O -4.28 -1.88 -6.91  -0.1041
C -3.04 -1.68 -6.41  -0.1239
C -2.75 -2.30 -4.92  -0.1190
C -1.99 -1.24 -3.88  -0.1452
C -2.98 -0.06 -3.23  -0.2127
C -3.92 0.81 -4.26  -0.0958
C -4.52 2.20 -3.65  -0.5582
O -3.85 3.38 -3.66  -0.1311
Br -6.39 2.33 -2.85  0.6009
O -3.70 -0.77 -2.12  -0.1115
C -2.80 -1.68 -1.34  -0.2281
C -3.65 -2.98 -0.74  -0.0504
C -2.70 -4.11 -0.02  -0.5175
O -2.12 -3.98 1.20  -0.0851
Cl -2.38 -5.76 -0.87  0.5651
B -2.28 -0.66 -0.15  -0.3743
O -2.57 -0.98 1.27  0.0308
O -1.50 0.60 -0.39  0.0438
C -1.77 -2.17 -2.52  -0.1803
C -0.27 -2.70 -2.15  -0.1370
C 0.82 -1.52 -1.81  -0.1847
C 1.37 -1.83 -0.27  -0.2266
C 2.70 -0.97 0.15  -0.4531
S 2.34 0.75 0.84  0.8618
C 0.99 0.68 2.15  -0.4390
N 0.46 1.91 2.86  -0.0719
N -0.56 1.67 3.77  -0.0058
C -0.73 0.16 3.66  -0.0576
O 0.21 -0.44 2.71  -0.1163
H -2.27 -1.11 -7.09  0.1350
H -2.03 -3.24 -5.03  0.1403
H -3.77 -2.62 -4.39  0.1447
H -1.01 -0.85 -4.43  0.1628
H -2.17 0.76 -2.91  0.1656
H -3.24 1.12 -5.19  0.1551
H -4.82 0.11 -4.61  0.1416
H -4.16 -3.52 -1.67  0.1362
H -4.53 -2.61 -0.05  0.1489
H -3.52 -0.77 1.50  0.1275
H -1.63 1.24 0.39  0.1285
H -2.30 -3.19 -2.86  0.1149
H 0.15 -3.28 -3.10  0.1309
H -0.28 -3.50 -1.27  0.1103
H 1.76 -1.52 -2.54  0.1228
H 0.39 -0.42 -1.88  0.1123
H 0.47 -1.75 0.47  0.1099
H 1.68 -2.98 -0.29  0.1117
H 3.21 -1.57 1.05  0.0990
H 3.53 -0.95 -0.71  0.0994
H -1.52 -0.48 4.26  0.1397
C 7.22 1.24 1.03  -0.1661
C 6.13 1.55 0.01  -0.1730
O 6.23 0.51 -0.96  -0.1986
S 6.71 -0.86 -0.22  0.6848
O 5.55 -1.66 0.07  -0.2596
O 7.87 -1.38 -0.92  -0.2279
O 7.22 -0.18 1.17  -0.1874
H 8.20 1.55 0.67  0.1339
H 7.02 1.72 2.00  0.1408
H 6.27 2.52 -0.46  0.1404
H 5.14 1.50 0.46  0.0903
C -1.85 -4.67 4.94  -0.1702
C -0.57 -4.66 4.11  -0.1747
O 0.40 -4.01 4.93  -0.1940
S 0.08 -4.34 6.50  0.6761
O 0.93 -5.43 6.91  -0.2420
O -0.01 -3.09 7.22  -0.2372
O -1.43 -4.92 6.29  -0.1959
H -2.35 -3.70 4.92  0.1290
H -2.55 -5.45 4.61  0.1378
H -0.69 -4.12 3.17  0.1137
H -0.21 -5.67 3.92  0.1251
C -4.18 6.55 -1.56  -0.1680
C -2.87 6.16 -2.25  -0.1783
O -2.24 7.39 -2.56  -0.1904
S -2.62 8.49 -1.42  0.6990
O -1.54 8.54 -0.46  -0.2521
O -3.15 9.67 -2.08  -0.2262
O -3.86 7.68 -0.75  -0.1889
H -4.94 6.85 -2.29  0.1361
H -4.58 5.74 -0.94  0.1380
H -3.04 5.57 -3.15  0.1107
H -2.22 5.60 -1.56  0.1359
C 2.29 -8.35 2.36  -0.1687
C 3.57 -8.05 1.59  -0.1715
O 3.16 -7.36 0.42  -0.1899
S 1.82 -6.49 0.76  0.6669
O 2.23 -5.13 1.03  -0.2415
O 0.80 -6.83 -0.20  -0.2594
O 1.46 -7.20 2.18  -0.2040
H 1.77 -9.22 1.93  0.1335
H 2.47 -8.53 3.42  0.1403
H 4.13 -8.95 1.34  0.1384
H 4.22 -7.38 2.17  0.1355
C 0.71 9.26 1.13  -0.1872
C 1.99 9.27 0.30  -0.1729
O 2.96 9.92 1.12  -0.1994
S 2.64 9.59 2.68  0.6775
O 3.49 8.50 3.10  -0.2434
O 2.56 10.84 3.41  -0.2394
O 1.13 9.01 2.47  -0.1904
H 0.21 10.23 1.10  0.1367
H 0.02 8.48 0.80  0.0979
H 1.87 9.80 -0.65  0.1373
H 2.35 8.26 0.10  0.1321


# 6
Formula: C6H7N
Source: the OMol25 dataset
Level of theory: wB97M-V/def2-TZVPD

energy above the lowest of the compared OMol25 structures with the same formula, charge and spin: 121.4 kcal/mol
lowest unoccupied orbital energy: 0.04153 hartree
largest force on an atom: 3.46 eV Å⁻¹
calculated total energy: -7820.3816 eV
HOMO level: -9.1 eV
gap between HOMO and LUMO: 0.3774 hartree
structure (SMILES): C1[C@@H]2[C@H]3[C@@H]2N2[C@H]3[C@H]12

Each line ends with the Löwdin charge.
Geometry (Å):
C -0.76 0.96 0.59  -0.1025
C 0.73 0.69 0.68  -0.1859
C 1.25 0.10 -0.58  -0.0661
C 0.97 -0.81 0.56  -0.1799
N -0.27 -1.43 0.04  0.0368
C -1.18 -0.27 -0.18  -0.2262
C -0.19 -0.62 -1.17  -0.1652
H -0.98 1.88 0.03  0.1220
H -1.24 1.01 1.57  0.1130
H 1.35 1.27 1.36  0.1380
H 1.27 0.19 -1.63  0.1047
H 1.62 -1.38 1.22  0.1308
H -2.22 -0.54 -0.32  0.1365
H -0.34 -1.04 -2.18  0.1440


# 7
Formula: C25H22CaN3O2PS5
Source: the OMol25 dataset
Level of theory: wB97M-V/def2-TZVPD

energy above the lowest of the compared OMol25 structures with the same formula, charge and spin: 14.9 kcal/mol
lowest unoccupied orbital energy: 0.14897 hartree
largest force on an atom: 1.14 eV Å⁻¹
calculated total energy: -116754.6947 eV
HOMO level: -0.8 eV
net charge: -2
gap between HOMO and LUMO: 0.1773 hartree

Each line ends with the Löwdin charge.
Geometry (Å):
Ca -1.39 0.13 -0.82  0.9012
O -1.29 0.26 1.47  -0.2128
C -0.35 0.85 2.00  -0.2240
C 0.91 0.52 2.59  -0.2640
C 1.12 0.69 3.99  -0.0896
C 2.39 0.75 4.51  -0.1393
C 3.52 0.67 3.69  -0.1408
C 3.33 0.49 2.33  -0.1178
C 2.07 0.37 1.76  -0.3582
P 1.77 0.25 -0.02  1.0980
C 1.59 -1.56 -0.34  -0.4021
C 1.55 -2.51 0.67  -0.0821
C 1.38 -3.85 0.36  -0.0968
C 1.26 -4.26 -0.96  -0.1071
C 1.31 -3.31 -1.98  -0.0870
C 1.46 -1.97 -1.67  -0.1371
C 3.41 0.51 -0.78  -0.3640
C 4.39 -0.48 -0.90  -0.0927
C 5.63 -0.18 -1.44  -0.0982
C 5.92 1.11 -1.87  -0.1136
C 4.95 2.10 -1.75  -0.0966
C 3.71 1.80 -1.21  -0.0860
H 0.26 0.79 4.64  0.0966
H 2.50 0.87 5.58  0.0846
H 4.52 0.74 4.10  0.0724
H 4.20 0.41 1.68  0.0897
H 1.63 -2.20 1.70  0.1030
H 1.31 -4.59 1.15  0.0980
H 1.09 -5.30 -1.19  0.0903
H 1.19 -3.61 -3.01  0.1008
H 1.46 -1.23 -2.47  0.0767
H 4.17 -1.49 -0.57  0.1072
H 6.38 -0.96 -1.53  0.0929
H 6.89 1.34 -2.30  0.0887
H 5.16 3.11 -2.10  0.0945
H 2.95 2.57 -1.14  0.1079
S -0.93 0.19 -3.63  -0.2496
S -2.19 1.82 -3.92  -0.2819
S -1.34 3.47 -3.03  -0.2293
S -1.32 3.15 -0.96  -0.1889
N -1.78 -2.17 -0.67  0.0275
C -2.00 -3.17 -0.12  -0.3718
N -2.39 -4.23 0.52  0.0417
C -1.83 -5.40 0.34  -0.4697
N -1.42 -6.48 0.24  0.0408
O -3.55 0.76 -0.78  -0.7243
S -4.12 2.12 -1.20  0.7981
C -5.87 1.66 -1.47  -0.3057
C -6.71 2.19 -0.30  -0.2475
C -5.76 2.23 0.90  -0.2464
C -4.50 2.91 0.37  -0.3498
H -5.85 0.57 -1.50  0.0897
H -6.18 2.05 -2.44  0.0790
H -7.59 1.57 -0.11  0.1012
H -7.07 3.20 -0.52  0.1022
H -5.50 1.22 1.20  0.1145
H -6.18 2.75 1.76  0.1048
H -3.62 2.81 0.99  0.0773
H -4.66 3.97 0.14  0.0953


# 8
Formula: C24H14N2O4
Source: the OMol25 dataset
Level of theory: wB97M-V/def2-TZVPD

energy above the lowest of the compared OMol25 structures with the same formula, charge and spin: 9.4 kcal/mol
lowest unoccupied orbital energy: -0.03690 hartree
largest force on an atom: 5.38 eV Å⁻¹
calculated total energy: -36284.6156 eV
HOMO level: -8.4 eV
gap between HOMO and LUMO: 0.2723 hartree
structure (SMILES): O=c1oc(C(=Cc2ccccc2)c2nc3ccccc3c(=O)o2)nc2ccccc12

Each line ends with the Löwdin charge.
Geometry (Å):
O -2.55 2.14 -2.87  0.1335
O 3.81 1.43 -2.15  0.1155
N -0.67 -0.91 -1.15  0.2240
N 2.19 0.92 1.45  0.1785
O -1.39 1.37 -1.10  0.1718
O 1.90 1.11 -0.91  0.1561
C -1.98 1.24 -2.32  -0.3641
C 3.25 1.35 -1.07  -0.3349
C -0.72 0.30 -0.64  -0.3120
C 1.41 0.86 0.35  -0.1829
C 0.02 0.48 0.57  -0.0635
C -0.56 0.21 1.82  0.0811
C -4.46 -0.99 3.05  -0.0809
C -1.93 -2.66 -4.12  -0.0612
C 5.68 1.26 2.44  -0.0541
C -3.34 -1.44 3.78  -0.0637
C -4.31 -0.13 1.96  -0.0636
C -2.55 -1.60 -4.79  -0.0743
C 6.32 1.50 1.19  -0.0659
C -1.33 -2.42 -2.87  -0.0034
C 4.28 1.10 2.51  -0.0022
C -2.06 -1.08 3.31  -0.0289
C -3.03 0.17 1.50  -0.0147
C -2.54 -0.31 -4.27  -0.0032
C 5.52 1.51 0.04  -0.0127
C -1.36 -1.15 -2.31  -0.2199
C 3.53 1.14 1.34  -0.2593
C -1.89 -0.22 2.21  -0.2094
C -1.99 -0.09 -3.02  -0.0586
C 4.14 1.34 0.13  -0.0903
H 0.09 0.25 2.70  0.1231
H -5.44 -1.30 3.36  0.0951
H -1.90 -3.62 -4.62  0.1052
H 6.34 1.23 3.31  0.1016
H -3.44 -2.11 4.63  0.1059
H -5.20 0.21 1.41  0.1103
H -3.00 -1.83 -5.73  0.0985
H 7.42 1.57 1.12  0.1138
H -0.79 -3.25 -2.36  0.1241
H 3.76 0.98 3.47  0.1151
H -1.22 -1.43 3.90  0.1132
H -3.01 0.78 0.61  0.1045
H -2.99 0.47 -4.88  0.1242
H 5.99 1.64 -0.94  0.1284


Q: Which of these has the highest largest force on an atom?
A: C26H41BBrClN2O27S6


Q: Which of these has the lowest calculated total energy?
A: C26H41BBrClN2O27S6


Q: The lowest largest force on an atom belongs to which entry?
A: C25H22CaN3O2PS5


Please write out number 6 again, unchanged.
Formula: C6H7N
Source: the OMol25 dataset
Level of theory: wB97M-V/def2-TZVPD

energy above the lowest of the compared OMol25 structures with the same formula, charge and spin: 121.4 kcal/mol
lowest unoccupied orbital energy: 0.04153 hartree
largest force on an atom: 3.46 eV Å⁻¹
calculated total energy: -7820.3816 eV
HOMO level: -9.1 eV
gap between HOMO and LUMO: 0.3774 hartree
structure (SMILES): C1[C@@H]2[C@H]3[C@@H]2N2[C@H]3[C@H]12

Each line ends with the Löwdin charge.
Geometry (Å):
C -0.76 0.96 0.59  -0.1025
C 0.73 0.69 0.68  -0.1859
C 1.25 0.10 -0.58  -0.0661
C 0.97 -0.81 0.56  -0.1799
N -0.27 -1.43 0.04  0.0368
C -1.18 -0.27 -0.18  -0.2262
C -0.19 -0.62 -1.17  -0.1652
H -0.98 1.88 0.03  0.1220
H -1.24 1.01 1.57  0.1130
H 1.35 1.27 1.36  0.1380
H 1.27 0.19 -1.63  0.1047
H 1.62 -1.38 1.22  0.1308
H -2.22 -0.54 -0.32  0.1365
H -0.34 -1.04 -2.18  0.1440